This record from the OMol25 dataset describes a structure of composition C23H28F6N5O5PbS3. The level of theory is wB97M-V/def2-TZVPD.

XYZ file:
```
71
Properties=species:S:1:pos:R:3
Pb -0.433 0.185 1.438
N 2.623 2.981 3.001
C 1.616 2.149 2.755
O 1.089 2.106 1.636
C 1.174 1.228 3.879
C -0.197 0.643 3.636
H 3.010 3.521 2.242
H 3.077 3.003 3.898
H 1.202 1.804 4.808
H 1.932 0.445 3.970
H -0.983 1.359 3.869
H -0.367 -0.310 4.126
F 4.410 -1.679 -0.476
C 3.662 -0.835 -1.174
F 4.389 -0.282 -2.134
F 2.652 -1.507 -1.717
S 3.017 0.461 -0.033
O 2.044 -0.256 0.778
O 4.160 0.991 0.629
N 2.399 1.566 -0.981
S 0.930 1.763 -1.428
O 0.521 3.133 -1.411
O -0.036 0.812 -0.849
C 0.934 1.315 -3.223
F -0.328 1.315 -3.670
F 1.452 0.116 -3.426
F 1.631 2.221 -3.888
N -0.308 -1.935 1.643
C -0.025 -2.822 0.776
C 0.584 -4.058 1.360
C 1.717 -3.930 2.156
C 2.306 -5.059 2.703
C 1.751 -6.310 2.476
C 0.612 -6.436 1.691
C 0.032 -5.314 1.123
C -0.277 -2.805 -0.687
C -1.280 -2.011 -1.231
C -1.515 -2.006 -2.595
C -0.749 -2.807 -3.432
C 0.240 -3.619 -2.897
C 0.471 -3.624 -1.532
H 2.141 -2.947 2.318
H 3.199 -4.963 3.307
H 2.207 -7.190 2.909
H 0.178 -7.412 1.517
H -0.849 -5.410 0.502
H -1.916 -1.424 -0.580
H -2.307 -1.395 -3.008
H -0.934 -2.807 -4.498
H 0.837 -4.246 -3.545
H 1.254 -4.249 -1.123
C -1.314 4.646 0.943
N -2.227 4.129 -0.071
C -3.046 5.153 -0.719
C -2.535 2.828 -0.131
S -2.438 1.897 1.339
N -2.978 2.298 -1.264
C -3.562 0.964 -1.327
C -2.731 2.920 -2.566
H -0.850 5.543 0.534
H -0.536 3.917 1.149
H -1.844 4.902 1.863
H -3.430 5.818 0.057
H -3.891 4.706 -1.229
H -2.459 5.741 -1.425
H -4.111 0.742 -0.417
H -2.775 0.223 -1.472
H -4.242 0.931 -2.175
H -1.916 3.632 -2.486
H -3.627 3.406 -2.954
H -2.437 2.134 -3.257
```

Computed properties:
frontier orbital gap: 7.08 eV
energy relative to the best compared isomer or geometry (same formula, charge and spin): 0.0 kcal/mol
E: -3529.5780 Eh
net charge: +1
LUMO level: -4.3 eV
HOMO energy: -11.4 eV

From a Löwdin analysis of the wavefunction, the atomic charges in e read: atom 1 (Pb): 1.32, atom 2 (N): 0.23, atom 3 (C): -0.51, atom 4 (O): -0.11, atom 5 (C): -0.17, atom 6 (C): -0.23, atom 7 (H): 0.14, atom 8 (H): 0.13, atom 9 (H): 0.13, atom 10 (H): 0.14, atom 11 (H): 0.05, atom 12 (H): 0.06, atom 13 (F): 0.16, atom 14 (C): -0.68, atom 15 (F): 0.17, atom 16 (F): 0.14, atom 17 (S): 0.63, atom 18 (O): -0.37, atom 19 (O): -0.24, atom 20 (N): -0.26, atom 21 (S): 0.62, atom 22 (O): -0.24, atom 23 (O): -0.42, atom 24 (C): -0.67, atom 25 (F): 0.13, atom 26 (F): 0.16, atom 27 (F): 0.17, atom 28 (N): 0.01, atom 29 (C): -0.31, atom 30 (C): -0.20, atom 31 (C): -0.02, atom 32 (C): -0.06, atom 33 (C): -0.07, atom 34 (C): -0.06, atom 35 (C): -0.03, atom 36 (C): -0.17, atom 37 (C): -0.06, atom 38 (C): -0.07, atom 39 (C): -0.06, atom 40 (C): -0.05, atom 41 (C): -0.02, atom 42 (H): 0.11, atom 43 (H): 0.11, atom 44 (H): 0.11, atom 45 (H): 0.11, atom 46 (H): 0.12, atom 47 (H): 0.08, atom 48 (H): 0.10, atom 49 (H): 0.11, atom 50 (H): 0.12, atom 51 (H): 0.13, atom 52 (C): -0.06, atom 53 (N): -0.19, atom 54 (C): -0.02, atom 55 (C): -0.67, atom 56 (S): 0.72, atom 57 (N): -0.16, atom 58 (C): -0.04, atom 59 (C): -0.02, atom 60 (H): 0.10, atom 61 (H): 0.05, atom 62 (H): 0.10, atom 63 (H): 0.10, atom 64 (H): 0.09, atom 65 (H): 0.11, atom 66 (H): 0.07, atom 67 (H): 0.06, atom 68 (H): 0.11, atom 69 (H): 0.09, atom 70 (H): 0.10, atom 71 (H): 0.09

This record from the OMol25 dataset describes a cluster of 2 separate species, C23H33N4O6 in total at a distorted geometry. The level of theory is wB97M-V/def2-TZVPD.

XYZ file:
```
66
Properties=species:S:1:pos:R:3
C 2.385 3.018 -0.585
C 1.077 3.576 0.034
C 0.785 2.927 1.400
C 0.648 1.401 1.156
N -0.311 0.672 2.043
N -1.529 0.555 1.345
N -2.283 1.634 1.323
C -3.423 1.518 0.704
C -3.865 0.362 0.056
C -5.202 0.301 -0.622
N -5.870 1.616 -0.583
C -7.127 1.523 -1.343
C -3.015 -0.739 0.100
C -3.458 -2.004 -0.584
C -3.671 -3.130 0.487
C -3.095 -4.469 0.113
O -4.527 -4.156 0.109
C -1.786 -0.627 0.782
C -0.897 -1.847 0.864
C 0.585 -1.675 0.485
O 0.758 -0.975 -0.719
C 2.117 -1.193 -1.218
C 2.012 -2.134 -2.433
H 2.187 2.563 -1.563
H 2.881 2.262 0.018
H 3.108 3.809 -0.785
H 1.180 4.662 0.143
H 0.275 3.396 -0.696
H -0.095 3.409 1.839
H 1.694 3.075 1.992
H 1.635 0.973 1.344
H 0.419 1.245 0.103
H -0.474 1.261 2.856
H -4.088 2.376 0.689
H -5.870 -0.388 -0.084
H -5.154 -0.067 -1.660
H -5.244 2.224 -1.110
H -7.777 0.840 -0.787
H -7.640 2.486 -1.358
H -6.950 1.159 -2.365
H -4.460 -1.932 -1.003
H -2.716 -2.388 -1.282
H -3.620 -2.843 1.535
H -2.810 -4.602 -0.925
H -2.898 -5.193 0.893
H -0.903 -2.166 1.917
H -1.297 -2.681 0.294
H 1.027 -2.681 0.443
H 1.088 -1.134 1.292
H 2.764 -1.622 -0.446
H 2.548 -0.225 -1.494
H 1.989 -3.177 -2.095
H 1.042 -1.924 -2.896
H 2.845 -1.932 -3.107
C 6.564 1.129 1.502
C 7.228 -0.105 1.550
C 6.910 -1.050 0.367
O 7.465 -2.139 0.226
C 5.915 -0.625 -0.591
C 5.253 0.593 -0.623
C 5.651 1.578 0.500
O 5.179 2.727 0.547
O 4.383 0.959 -1.458
O 8.021 -0.492 2.423
H 6.740 1.854 2.292
H 5.694 -1.367 -1.354
```

Computed properties:
frontier orbital gap: 1.63 eV
E: -1566.4392 Eh
net charge: -1
LUMO level: -0.4 eV
HOMO energy: -2.0 eV

From a natural (NBO) analysis of the wavefunction, the atomic charges in e read: atom 1 (C): -0.63, atom 2 (C): -0.40, atom 3 (C): -0.43, atom 4 (C): -0.27, atom 5 (N): -0.43, atom 6 (N): 0.04, atom 7 (N): -0.18, atom 8 (C): 0.01, atom 9 (C): 0.08, atom 10 (C): -0.29, atom 11 (N): -0.61, atom 12 (C): -0.42, atom 13 (C): -0.01, atom 14 (C): -0.48, atom 15 (C): 0.07, atom 16 (C): -0.14, atom 17 (O): -0.49, atom 18 (C): 0.30, atom 19 (C): -0.47, atom 20 (C): -0.05, atom 21 (O): -0.58, atom 22 (C): -0.10, atom 23 (C): -0.64, atom 24 (H): 0.21, atom 25 (H): 0.25, atom 26 (H): 0.24, atom 27 (H): 0.20, atom 28 (H): 0.17, atom 29 (H): 0.19, atom 30 (H): 0.23, atom 31 (H): 0.24, atom 32 (H): 0.23, atom 33 (H): 0.38, atom 34 (H): 0.23, atom 35 (H): 0.22, atom 36 (H): 0.20, atom 37 (H): 0.35, atom 38 (H): 0.20, atom 39 (H): 0.21, atom 40 (H): 0.17, atom 41 (H): 0.24, atom 42 (H): 0.25, atom 43 (H): 0.19, atom 44 (H): 0.20, atom 45 (H): 0.21, atom 46 (H): 0.25, atom 47 (H): 0.23, atom 48 (H): 0.18, atom 49 (H): 0.19, atom 50 (H): 0.19, atom 51 (H): 0.26, atom 52 (H): 0.19, atom 53 (H): 0.20, atom 54 (H): 0.24, atom 55 (C): -0.54, atom 56 (C): 0.40, atom 57 (C): 0.44, atom 58 (O): -0.64, atom 59 (C): -0.54, atom 60 (C): 0.39, atom 61 (C): 0.42, atom 62 (O): -0.70, atom 63 (O): -0.76, atom 64 (O): -0.67, atom 65 (H): 0.19, atom 66 (H): 0.18